Entry 1
ORCA calculation (ωB97M-V/def2-TZVPD) on a single C2H6N2OS molecule.

Positions of all 12 atoms, in Å:
C: 2.013 -0.825 0.073
O: 0.686 -0.379 -0.175
N: 0.546 0.916 0.307
C: -0.656 1.334 0.148
N: -1.762 0.680 -0.303
S: -2.281 -0.883 0.258
H: 1.955 -1.871 -0.218
H: 2.186 -0.777 1.195
H: 2.757 -0.261 -0.482
H: -0.817 2.406 0.384
H: -2.584 1.251 -0.320
H: -2.041 -1.591 -0.866

net charge: 0

=====

Entry 2
ORCA calculation (ωB97M-V/def2-TZVPD) on a single C2H6N2OS molecule.

Positions of all 12 atoms, in Å:
C: 0.316 -1.500 0.727
N: -0.028 -0.033 0.963
C: 0.342 1.015 0.217
O: 0.729 2.116 0.618
N: 0.216 0.931 -1.197
S: -1.229 0.269 -1.963
H: -0.596 -2.128 0.399
H: 0.895 -1.463 -0.232
H: 0.994 -1.922 1.422
H: -0.010 0.343 1.877
H: 0.678 1.685 -1.698
H: -2.308 0.688 -1.133

net charge: 0

=====

Entry 3
ORCA calculation (ωB97M-V/def2-TZVPD) on a single C2H6N2OS molecule.

Positions of all 12 atoms, in Å:
S: -2.509 -0.181 0.018
C: -0.901 0.499 0.403
C: 0.393 -0.758 0.145
N: 1.587 -0.156 0.656
N: 2.198 0.736 -0.258
O: 2.750 -0.539 -0.047
H: -2.298 -0.323 -1.293
H: -0.870 0.755 1.453
H: -0.636 1.323 -0.244
H: 0.414 -0.965 -0.923
H: 0.128 -1.615 0.750
H: 2.757 1.426 0.262

net charge: 0

=====

Most stable: entry 2

=====

Entry 1
ORCA calculation (ωB97M-V/def2-TZVPD) on 2 unconnected molecules or ions with the total composition C7H14NO3.

Positions of all 25 atoms, in Å:
C: 0.117 2.462 1.000
C: -0.528 3.142 -0.324
C: -1.778 1.095 1.933
C: 1.596 0.241 0.226
C: 0.647 0.045 1.283
O: 0.493 -1.003 1.791
N: -0.380 1.206 1.653
H: 1.144 2.190 0.469
H: 0.068 3.312 1.697
H: -1.265 2.500 -0.676
H: 0.324 3.145 -1.073
H: -2.024 1.326 2.921
H: 1.136 -0.288 -0.734
H: -0.837 4.113 -0.014
H: -2.464 1.750 1.287
H: -2.188 0.133 1.868
H: 1.476 1.210 -0.206
H: 2.659 -0.013 0.452
C: 1.132 -2.489 -2.379
C: -0.145 -1.988 -1.739
O: -0.005 -0.725 -1.572
O: -1.235 -2.660 -1.469
H: 1.959 -1.913 -2.268
H: 1.023 -2.346 -3.422
H: 1.380 -3.515 -1.872

net charge: -1

=====

Entry 2
ORCA calculation (ωB97M-V/def2-TZVPD) on 2 unconnected molecules or ions with the total composition C7H14NO3.

Positions of all 25 atoms, in Å:
C: 1.419 -0.978 0.693
C: 1.346 -2.512 0.725
C: 0.984 0.933 2.172
C: -1.576 -1.170 0.813
C: -0.796 -0.597 1.967
O: -1.266 -0.237 3.025
N: 0.559 -0.388 1.726
H: 2.369 -0.449 0.739
H: 1.073 -0.600 -0.264
H: 1.294 -2.877 -0.281
H: 0.609 -2.742 1.491
H: 1.553 1.460 1.407
H: -2.644 -1.186 0.992
H: 2.187 -2.986 1.223
H: 0.163 1.656 2.225
H: 1.339 0.978 3.194
H: -1.383 -0.426 0.032
H: -1.183 -2.127 0.498
C: -1.438 2.113 -2.749
C: -0.195 1.153 -2.698
O: -0.062 0.622 -1.565
O: 0.442 0.992 -3.743
H: -2.238 1.709 -3.376
H: -1.228 3.122 -3.098
H: -1.874 2.209 -1.758

net charge: -1

=====

Most stable: entry 2

=====

Entry 1
ORCA calculation (ωB97M-V/def2-TZVPD) on a single C3H3Cl2NS molecule.

Positions of all 10 atoms, in Å:
S: -1.517 -0.033 1.876
C: -0.624 -1.037 0.991
C: 0.484 -0.684 0.049
Cl: -0.084 -1.362 -1.569
N: 0.889 0.653 0.023
C: 0.402 1.622 -0.589
Cl: -0.953 1.642 -1.663
H: -0.810 -2.107 1.037
H: 1.364 -1.289 0.299
H: 0.849 2.596 -0.454

net charge: 0

=====

Entry 2
ORCA calculation (ωB97M-V/def2-TZVPD) on 2 unconnected molecules or ions with the total composition C3H3Cl2NS.

Positions of all 10 atoms, in Å:
C: 0.084 -0.265 0.755
C: 0.863 0.376 -0.245
C: -1.618 0.830 -0.202
N: -1.188 -0.060 0.748
S: -0.075 1.357 -1.227
Cl: -2.398 2.259 0.528
Cl: 3.325 1.919 0.392
H: 0.512 -0.936 1.482
H: 1.923 0.273 -0.393
H: -2.328 0.405 -0.915

net charge: 0

=====

Most stable: entry 1

=====

Entry 1
ORCA calculation (ωB97M-V/def2-TZVPD) on a molecular structure, C16H15BrMnN5O3S.

Positions of all 42 atoms, in Å:
Mn: 0.219 -0.036 0.264
C: -2.896 -2.317 -1.739
C: -1.629 -1.688 -1.253
N: -1.600 -0.558 -0.548
N: -2.772 0.133 -0.323
C: -2.562 1.273 0.233
N: -3.669 2.069 0.538
S: -1.003 1.924 0.712
C: -0.361 -2.239 -1.553
C: -0.174 -3.403 -2.341
C: 1.085 -3.857 -2.605
C: 2.201 -3.163 -2.089
C: 1.965 -2.046 -1.324
N: 0.745 -1.572 -1.055
H: -3.751 -1.739 -1.403
H: -2.995 -3.340 -1.367
H: -2.921 -2.369 -2.832
H: -4.451 1.870 -0.070
H: -3.450 3.051 0.592
H: -1.039 -3.926 -2.726
H: 1.221 -4.747 -3.207
H: 3.214 -3.495 -2.260
H: 2.774 -1.472 -0.891
C: 2.132 2.043 1.694
C: 2.002 0.993 0.612
O: 2.962 0.659 -0.041
H: 3.182 2.304 1.836
H: 1.688 1.675 2.620
H: 1.555 2.921 1.398
Br: 0.715 -5.605 6.568
C: 0.232 -3.979 5.718
C: -0.495 -3.035 6.426
N: -0.869 -1.876 5.897
C: -0.520 -1.631 4.634
C: 0.210 -2.517 3.851
C: 0.594 -3.728 4.409
C: 0.597 -2.197 2.410
O: 1.219 -3.039 1.777
O: 0.228 -1.033 2.031
H: -0.779 -3.231 7.454
H: -0.829 -0.686 4.205
H: 1.160 -4.430 3.811

net charge: -1
<S²>: 8.982
2S+1: 6

=====

Entry 2
ORCA calculation (ωB97M-V/def2-TZVPD) on a molecular structure, C16H15BrMnN5O3S.

Positions of all 42 atoms, in Å:
Mn: 1.197 0.209 -0.651
C: 1.137 -3.126 2.298
C: 0.851 -2.031 1.326
N: 1.717 -1.184 0.956
N: 2.962 -1.338 1.439
C: 3.879 -0.546 0.858
N: 5.146 -0.805 1.295
S: 3.717 0.640 -0.343
C: -0.508 -1.949 0.661
C: -1.504 -2.874 0.945
C: -2.727 -2.775 0.302
C: -2.917 -1.774 -0.604
C: -1.854 -0.919 -0.840
N: -0.696 -1.024 -0.218
H: 2.191 -3.112 2.549
H: 0.884 -4.103 1.879
H: 0.553 -2.994 3.213
H: 5.171 -1.287 2.184
H: 5.766 -0.017 1.223
H: -1.323 -3.656 1.668
H: -3.520 -3.480 0.517
H: -3.856 -1.638 -1.122
H: -1.927 -0.112 -1.559
C: 2.105 -2.610 -2.043
C: 1.536 -1.170 -2.261
O: 1.265 -0.809 -3.482
H: 2.267 -3.129 -3.005
H: 1.409 -3.191 -1.419
H: 3.047 -2.531 -1.479
Br: -4.432 5.753 1.518
C: -3.178 5.052 0.270
C: -3.115 5.592 -1.001
N: -2.266 5.148 -1.923
C: -1.456 4.145 -1.591
C: -1.452 3.546 -0.335
C: -2.338 4.012 0.625
C: -0.515 2.392 0.002
O: -0.556 1.928 1.147
O: 0.226 2.019 -0.966
H: -3.771 6.407 -1.288
H: -0.769 3.789 -2.348
H: -2.344 3.552 1.604

net charge: -1
<S²>: 8.761
2S+1: 6

=====

Most stable: entry 2